Computed, not measured: a 2-piece molecular cluster, C5H6O2 overall, with ωB97M-V/def2-TZVPD.

Calculated values
SMILES: C#CCC=O.C=O
Relative energy (zero: lowest compared OMol25 entry of this formula, charge and spin): 3.251 eV
Highest occupied orbital energy: -10.138 eV
HOMO-LUMO gap: 10.634 eV
LUMO energy: 0.50 eV

ORCA input file:
```
! RIJCOSX wB97M-V def2-TZVPD def2/J DEFGRID3
* xyz 0 1
C 1.1407 -0.9857 -0.1907
H -0.3965 -2.4500 -0.3103
H -0.7269 -1.0299 1.7541
H -0.5760 1.7301 0.6908
C -1.1495 -0.8406 0.7465
H -0.8100 1.8365 -1.1638
C -0.3086 2.2345 -0.2565
C -0.2719 -1.3641 -0.3643
O 0.4747 3.1517 -0.2993
H 3.2850 -0.3017 0.1526
H -0.6744 -1.0049 -1.3155
C 2.2641 -0.5898 -0.0013
O -2.2506 -0.3861 0.5579
*
```

***

Computed, not measured: one molecule with the formula C5H9NS at a distorted geometry, with ωB97M-V/def2-TZVPD.

Calculated values
SMILES: CC(=S)/C(C)=C\N
Relative energy (zero: lowest compared OMol25 entry of this formula, charge and spin): 0.718 eV
Highest occupied orbital energy: -7.955 eV
HOMO-LUMO gap: 8.032 eV
LUMO energy: 0.08 eV

ORCA input file:
```
! RIJCOSX wB97M-V def2-TZVPD def2/J DEFGRID3
* xyz 0 1
N -1.4635 -2.1418 -0.1600
H -0.1778 2.1503 -0.7150
C -0.3812 0.0330 -0.1028
C 1.0636 -0.3853 -0.0833
H -1.8217 1.7314 -0.3600
H -0.6776 1.8760 0.9439
H -0.5544 -2.5998 -0.1248
S 1.5517 -1.9369 -0.0290
C 2.0951 0.7161 -0.0392
H 2.1533 1.4205 -0.8202
H 1.9874 1.2522 0.9147
C -0.7769 1.4878 -0.0558
H -2.3976 -0.3573 0.3144
C -1.4673 -0.8124 -0.0264
H 3.0610 0.1755 -0.0364
H -2.1939 -2.6094 0.3800
*
```

***

Computed, not measured: one molecule with the formula C5H10O, with ωB97M-V/def2-TZVPD.

Calculated values
SMILES: CC[C@@H](C)C=O
Relative energy (zero: lowest compared OMol25 entry of this formula, charge and spin): 0.339 eV
Highest occupied orbital energy: -9.755 eV
HOMO-LUMO gap: 10.802 eV
LUMO energy: 1.05 eV

ORCA input file:
```
! RIJCOSX wB97M-V def2-TZVPD def2/J DEFGRID3
* xyz 0 1
H 0.4845 -0.1669 -2.4952
H 0.7026 -2.1353 0.9991
H -0.7959 -2.1810 0.0480
H 0.1015 0.0881 1.7989
H 0.7610 -2.5201 -0.7283
H -1.3556 0.2047 0.8100
H -0.5131 2.3250 -0.2252
C -0.2147 -0.1440 -1.6324
C -0.0715 1.9382 0.6994
C 0.2636 -1.8990 0.0247
O -1.3976 0.0262 -1.8148
C 0.3976 -0.3952 -0.2650
H 0.9950 2.1945 0.7012
H -0.5377 2.4692 1.5358
H 1.4636 -0.1290 -0.3191
C -0.2834 0.4312 0.8298
*
```

***

Computed, not measured: C46H56Cl2InN7O2S as an isolated structure, with ωB97M-V/def2-TZVPD.

Calculated values
Highest occupied orbital energy: -12.605 eV
HOMO-LUMO gap: 6.953 eV
LUMO energy: -5.65 eV

ORCA input file:
```
! RIJCOSX wB97M-V def2-TZVPD def2/J DEFGRID3
* xyz 2 1
C 1.7091 -3.3993 -3.0527
N 0.0211 -2.3540 1.4100
C -2.9014 -0.5683 -2.7379
H -2.2304 -0.4933 2.0751
H 3.4655 1.5034 5.2885
C -2.5868 2.9781 2.8050
H 0.1702 1.2377 3.6193
C -1.8105 0.2964 -2.7887
C 0.3345 1.1613 -1.8070
C -3.7523 0.4426 -4.8939
C -0.3038 -5.9618 0.4777
H -4.5509 0.3752 -5.6321
C -1.5995 2.4214 3.5994
H -2.8096 0.2993 -5.4263
H -0.4485 2.5323 -3.2281
H -4.7225 -2.0791 -5.2233
H 0.6487 5.2880 -5.1714
H -0.6840 -6.8863 0.8907
C 4.4150 -2.9058 0.4219
C 1.6443 -2.2992 -2.1845
H 3.0117 5.0423 -5.1165
H 2.8852 3.3727 3.9591
H 3.2786 -0.7464 3.5031
C 1.5804 3.0191 -2.7335
H -3.2245 3.2208 0.7583
S -0.0697 -2.1760 2.9979
C -4.4404 -1.9813 4.1861
C 1.2690 -4.6141 -2.6044
C -5.3435 -0.3888 -3.1656
C -1.7597 -2.0806 3.4545
C -0.5914 1.6861 3.0033
H -1.5570 -3.6359 4.9172
H 1.6468 2.3150 2.2737
C 4.0013 1.1114 4.4237
H -4.6010 -0.4163 2.7267
H -4.1026 -2.8039 -3.7422
H 3.0192 3.2809 -5.0358
C -2.9608 -1.4201 -1.6362
C -2.6058 -1.1704 2.8328
H -6.4190 -1.1361 4.0772
H 1.3253 -5.4927 -3.2354
C -3.9717 -0.6190 -3.8171
N -0.5009 1.4728 1.6810
H -5.3846 0.5786 -2.6615
In 1.0350 -0.5937 0.6860
H 4.8668 -0.2901 1.8205
C -1.4471 2.0497 0.9291
N 1.1604 -2.3691 -0.9646
C -2.4980 2.7936 1.4354
N 1.3651 0.8031 -1.0192
H -2.0162 -2.0335 0.1895
C 4.5428 0.7437 1.7169
H -3.9400 -3.5469 5.5647
H 2.0133 -1.3329 -2.5083
H 0.3772 3.5502 -5.1920
C -3.9370 -2.0091 -4.4705
H 4.6628 1.0238 0.6739
H 3.8776 4.2390 -3.8198
H 5.4247 -2.9039 0.8146
H -3.7655 -2.1337 -1.5256
Cl 3.2751 -2.9143 1.7739
H 2.0152 0.4087 3.8528
C -0.3884 -4.7890 1.2606
H -3.3954 3.5506 3.2396
C 0.2279 -5.9441 -0.7776
N 4.5945 2.2259 3.6972
C 5.3941 1.6845 2.6118
C 0.0823 -3.5970 0.7759
C -0.8704 0.2887 -1.7699
H 0.2699 -6.8413 -1.3806
C 2.6554 2.5865 -1.9543
H 1.8514 6.3869 -3.2415
H -1.6018 2.5446 4.6732
N -0.9488 -0.5298 -0.7206
C 0.4960 4.4160 -4.5368
H 3.3180 1.1637 -0.5076
H -6.1169 -0.4015 -3.9337
H 3.6094 3.0937 -1.9800
H -0.8239 -4.8478 2.2483
H 2.6172 5.4151 -1.9850
C 0.7241 -4.7289 -1.3075
C -3.9373 -1.1276 3.2033
H -1.3683 1.9280 -0.1389
H -3.7746 1.4534 -4.4803
C 2.7131 2.2423 2.0911
C -3.5686 -2.8818 4.7952
H -5.9903 -1.7969 5.6579
N 3.1028 0.8033 2.0984
O 0.5416 -3.2229 3.7576
H 5.8012 2.5112 2.0278
H -2.9795 -2.1896 -4.9625
Cl 4.2403 -1.4595 -0.6057
C 3.5261 3.0429 3.1402
H -1.6815 0.9554 -3.6326
C 1.7573 5.4731 -2.6541
C 0.6694 -3.5608 -0.5218
C -2.2320 -2.9410 4.4374
C 3.0368 0.3145 3.5104
H 3.9615 3.9337 2.6858
H 6.2356 1.1373 3.0370
C 1.6938 4.2610 -3.5994
C -1.9790 -1.3766 -0.6684
H 2.8998 2.6321 1.0903
H -6.3799 -2.8816 4.3333
H 4.2262 -3.7745 -0.1980
C -5.8874 -1.9404 4.5820
H -0.4358 4.5771 -3.9908
H -5.5884 -1.1645 -2.4398
H 2.1184 -3.2741 -4.0447
C 2.5028 1.5062 -1.1212
H 4.8042 0.4753 4.7974
O 0.5233 -0.8293 3.0815
C 2.9798 4.1918 -4.4360
C 0.4157 2.2628 -2.6422
H 0.8531 5.5512 -2.0477
*
```

***

Computed, not measured: C25H28CrN2O5S3 as an isolated structure, with ωB97M-V/def2-TZVPD.

Calculated values
Relative energy (zero: lowest compared OMol25 entry of this formula, charge and spin): 2.298 eV
Highest occupied orbital energy (spin up / spin down): -7.778 / -7.968 eV
HOMO-LUMO gap (spin up / spin down): 7.555 / 5.215 eV
LUMO energy (spin up / spin down): -0.22 / -2.75 eV

ORCA input file:
```
! RIJCOSX wB97M-V def2-TZVPD def2/J DEFGRID3
* xyz 0 5
H -2.8299 4.4458 0.5986
H 1.0528 -4.5393 1.6077
C 4.4759 -1.5947 1.0195
H -2.2910 -2.6093 -4.9479
H 1.4463 0.5380 5.1520
N -2.5025 2.7831 1.8628
C -1.5939 1.9760 -1.8265
S 1.4102 -2.4589 0.5439
H 1.9389 -1.9129 -2.4896
C 2.1366 0.2539 4.3561
C -1.3685 -2.4681 -4.3988
C -1.2799 2.1575 1.6044
O -2.2383 -1.2094 2.1480
C 0.0130 0.0038 -1.8780
H -4.3897 0.1704 2.8168
H 4.2783 -2.0147 0.0365
O -0.6961 -0.3626 -0.6732
H -3.3587 4.6379 2.2839
H -0.4361 -4.2331 -5.1900
C -1.6405 3.5987 -3.6037
C 1.4496 0.3541 -1.4041
H -0.8110 -3.1921 2.5348
S 1.8300 1.3126 2.8969
H -4.4675 2.6420 2.5218
C 0.1877 -3.0879 2.9564
H -1.6289 4.6730 1.8661
C -0.5959 1.2694 -2.4823
H -1.9647 1.6202 -0.8754
H -2.8994 3.6785 -1.8714
H -2.0245 -0.6396 -3.4878
C -0.0393 -1.1604 -2.8570
C 1.9695 -1.2124 4.0267
H 2.0947 -1.8609 4.8977
H 3.1528 0.4466 4.7022
C 0.8545 -3.1760 -3.8355
H -0.2599 3.2466 -5.2133
C -0.6384 2.8942 -4.2613
H -2.0394 4.5082 -4.0357
H 0.2462 -3.6837 3.8683
H 4.2276 0.4106 0.4258
C -0.1210 1.7351 -3.7076
C -2.1184 3.1345 -2.3897
C -1.2197 -1.3637 -3.5709
C 0.9997 -2.0749 -3.0010
C -2.5883 4.2234 1.6383
H 4.7173 -2.3018 1.8102
C -0.3284 -3.3778 -4.5327
H -1.5151 -0.8108 -0.9145
H 2.2514 -3.5542 2.4277
H 4.6875 0.1515 2.1929
O 1.5434 0.5534 -0.1160
C 1.2591 -3.5305 1.9685
C -3.5740 2.0649 2.3149
S 0.2705 -1.3487 3.4246
O 2.3604 0.4219 -2.1931
C -2.3159 0.0243 2.1344
N -1.2117 0.7969 1.8331
C -3.5349 0.7341 2.4742
Cr 0.5467 -0.0120 1.3584
O -0.3478 2.7977 1.1509
H 1.6748 -3.8757 -3.9467
C 4.4639 -0.2813 1.2263
H 2.6643 -1.4996 3.2375
H 0.6651 1.1881 -4.2155
*
```

***

Computed, not measured: a 2-piece molecular cluster, C4H9IS overall at a distorted geometry, with ωB97M-V/def2-TZVPD.

Calculated values
Relative energy (zero: lowest compared OMol25 entry of this formula, charge and spin): 3.150 eV
Highest occupied orbital energy: -8.022 eV
HOMO-LUMO gap: 5.808 eV
LUMO energy: -2.21 eV

ORCA input file:
```
! RIJCOSX wB97M-V def2-TZVPD def2/J DEFGRID3
* xyz 0 1
H -0.9847 -0.0674 -0.6407
H -1.7867 0.4868 1.4921
S 1.1182 -2.1353 -2.6342
H -0.1350 0.2799 2.2154
H -1.2119 -1.1950 1.6291
C -0.1736 0.1241 0.1223
H 0.3537 1.9185 -1.0919
C 0.1318 1.5466 -0.0685
H 1.4951 -1.5317 0.4752
H -0.8534 2.1040 0.0855
C 1.2437 -0.5599 -0.0032
H 1.9444 -0.0567 -0.7249
I -1.1337 -2.6242 -3.0426
C -0.8993 -0.1230 1.4126
H 0.8915 1.8331 0.7738
*
```

***

Computed, not measured: one molecule with the formula C6H7ClN2O2 at a distorted geometry, with ωB97M-V/def2-TZVPD.

Calculated values
SMILES: NC1=CC=C[C@H]([N+](=O)[O-])[C@H]1Cl
Relative energy (zero: lowest compared OMol25 entry of this formula, charge and spin): 4.414 eV
Highest occupied orbital energy: -7.845 eV
HOMO-LUMO gap: 8.207 eV
LUMO energy: 0.36 eV

ORCA input file:
```
! RIJCOSX wB97M-V def2-TZVPD def2/J DEFGRID3
* xyz 0 1
H -2.0233 -1.7368 -1.0199
H 1.2560 -1.0847 1.2041
N -2.1655 -0.7927 -1.0554
H 1.4580 1.4711 1.6672
N 2.4644 -0.2253 -0.2109
O 2.5090 -0.4842 -1.3589
H 0.4485 -0.8742 -1.5518
C -1.4090 1.0164 0.1237
C 1.1399 -0.2998 0.4511
O 3.3501 0.1409 0.4901
Cl -0.1073 -2.5975 0.0040
H -3.1150 -0.2770 -0.9045
C -0.4035 1.7181 0.7754
H -0.7092 2.6312 1.1345
C 0.7684 1.0717 1.0615
C 0.1579 -0.8553 -0.4420
C -1.2143 -0.2051 -0.3668
H -2.4050 1.3832 -0.0014
*
```

***

Computed, not measured: C19H15Cl3N5O5STi as an isolated structure at a distorted geometry, with ωB97M-V/def2-TZVPD.

Calculated values
Relative energy (zero: lowest compared OMol25 entry of this formula, charge and spin): 0.532 eV
Highest occupied orbital energy (spin up / spin down): -2.569 / -2.594 eV
HOMO-LUMO gap (spin up / spin down): 5.197 / 5.268 eV
LUMO energy (spin up / spin down): 2.63 / 2.67 eV

ORCA input file:
```
! RIJCOSX wB97M-V def2-TZVPD def2/J DEFGRID3
* xyz -1 1
N 3.8483 0.1652 -0.1794
H 5.3114 1.3720 -0.9280
C -0.5591 -2.7210 3.8538
H 1.4934 -3.3699 -1.1384
H -0.2128 -2.8060 1.7590
C -1.4057 1.5854 3.7491
O 3.9116 -1.7304 1.9258
H -2.5302 2.3868 5.4023
H 1.2821 2.7934 -1.2820
Ti -0.0825 -0.0932 0.2174
C 3.3973 2.3177 -1.1683
O -1.1449 1.8141 -3.3285
Cl 0.4196 -1.5644 -2.1821
H -0.5021 2.1436 3.9608
C 2.0522 2.0991 -0.9649
C -1.1562 1.4527 -2.1907
H 3.1946 -1.9196 4.1954
H 3.7720 3.2085 -1.6468
C -2.5374 -0.0464 2.3170
C 0.7031 -3.2976 -1.8792
C -1.3919 0.7344 2.6462
H -1.7194 -2.9885 6.1398
O -1.5739 -1.1890 0.4562
C 2.5238 0.0625 0.0454
N 1.8803 -0.9687 0.6190
O 2.5623 -3.3729 0.6634
H 1.7855 -2.0956 6.2184
N 1.6291 0.9960 -0.3669
Cl -0.7228 -4.1275 -1.2640
N -0.8307 -2.5292 6.2488
C 1.5867 -2.3414 2.8515
C -0.0131 -2.5206 5.1238
H -3.5203 -1.4850 1.0220
C -3.6727 0.1099 3.1584
C -2.5992 -0.9483 1.2315
C 4.2413 1.2832 -0.7558
C 0.2358 -2.6452 2.7289
C 2.1448 -2.1622 4.1079
H -4.5680 -0.4615 2.9452
C -2.5215 1.7218 4.5512
N -1.1946 1.0957 -1.0548
H 0.9664 -3.7225 -2.8395
H -0.3767 -2.7459 7.1200
C 1.3506 -2.2580 5.2387
Cl -5.0863 1.1134 5.2310
O -0.2800 0.6720 1.8966
C -3.6489 0.9630 4.2240
H -1.6204 -2.9086 3.7431
S 2.6276 -2.1614 1.4456
*
```

***

Computed, not measured: one molecule with the formula C4H9NO2S at a distorted geometry, with ωB97M-V/def2-TZVPD.

Calculated values
SMILES: O=CN[C@H](CO)CS
Relative energy (zero: lowest compared OMol25 entry of this formula, charge and spin): 0.878 eV
Highest occupied orbital energy: -9.134 eV
HOMO-LUMO gap: 9.785 eV
LUMO energy: 0.65 eV

ORCA input file:
```
! RIJCOSX wB97M-V def2-TZVPD def2/J DEFGRID3
* xyz 0 1
S 2.1766 1.6355 0.9011
H -1.4648 -0.8952 1.0093
C -0.7209 -0.1300 1.1486
H -1.4337 -1.5023 -2.7227
H 1.4584 1.4002 1.9998
H 0.9549 -0.7676 -0.0832
N -0.6590 -0.2717 -1.2798
H 0.0540 2.1321 -0.2048
H -1.1217 0.8430 1.3449
H 1.2532 1.3626 -1.2634
H -1.4110 0.3807 -1.4387
C 0.8093 1.3490 -0.2687
H 0.4698 -1.2704 2.2419
O 0.1008 -2.3659 -1.6936
O 0.0260 -0.4113 2.3450
C -0.6669 -1.4607 -1.9360
C 0.1751 -0.0279 -0.0999
*
```

***

Computed, not measured: one molecule with the formula C4H11ISi at a distorted geometry, with ωB97M-V/def2-TZVPD.

Calculated values
SMILES: CC(C)[Si@@H](C)I
Relative energy (zero: lowest compared OMol25 entry of this formula, charge and spin): 0.968 eV
Highest occupied orbital energy: -8.915 eV
HOMO-LUMO gap: 9.052 eV
LUMO energy: 0.14 eV

ORCA input file:
```
! RIJCOSX wB97M-V def2-TZVPD def2/J DEFGRID3
* xyz 0 1
C 0.1973 1.4834 -1.1758
C -0.0154 0.4720 -0.1038
H -0.2192 1.2539 -2.0836
I 3.7226 0.0617 0.3313
H -1.0120 0.0996 -0.2416
H -0.7605 1.2747 1.6329
H 0.5813 0.1956 1.9931
H 1.1836 1.7675 -1.4417
C 0.2417 0.9929 1.2759
H 0.5573 -2.9403 -2.1405
H 0.9277 -1.2527 -2.8215
H -0.3196 2.4321 -0.9260
Si 1.1765 -1.0131 -0.4456
C 1.3044 -1.9892 -2.1009
H 1.0230 1.7980 1.2090
H 2.2833 -2.3681 -2.4437
H 1.0698 -1.8356 0.8058
*
```

***

Computed, not measured: a 16-piece molecular cluster, C3H41N2O15S overall at a distorted geometry, with ωB97M-V/def2-TZVPD.

Calculated values
Relative energy (zero: lowest compared OMol25 entry of this formula, charge and spin): 3.608 eV
Highest occupied orbital energy: -11.934 eV
HOMO-LUMO gap: 9.467 eV
LUMO energy: -2.47 eV

ORCA input file:
```
! RIJCOSX wB97M-V def2-TZVPD def2/J DEFGRID3
* xyz 1 1
O 3.8136 2.6463 0.3752
C -1.0475 -1.3105 -3.2326
H -0.8787 -2.3808 -3.4676
O 0.4974 -3.6864 -0.3372
N 1.1582 -1.6501 -2.2136
H -1.6548 -0.3111 -0.6390
H 1.8791 -1.4635 -2.9280
H -4.9461 0.5023 -0.6690
O 3.1999 -2.9651 1.8595
H 1.0602 3.0293 -0.7006
H -0.4227 -2.7858 2.6089
H -1.6479 -1.8849 3.9913
O 2.5229 1.0454 -1.5196
H -0.9527 4.0586 2.5907
H 0.3184 -1.9635 1.7725
H 2.7411 0.5034 2.2328
H 2.1763 4.1655 -0.8451
O -4.7128 0.6301 0.3669
O -3.4510 2.2489 2.7255
H -3.3485 1.3867 2.4440
N 0.1838 -0.4177 0.3577
O 2.1514 -0.2344 2.3570
H 3.6433 -0.8351 -0.1621
H -0.0727 0.7244 -4.1874
H -2.1782 2.4255 -1.6271
H -4.6638 -1.5003 2.8204
H 2.4769 1.6632 -2.1255
H 1.5540 -1.7864 -1.1746
C -0.1141 -0.7660 -2.2207
S -0.6085 -0.3367 -4.7615
H -0.4412 0.1434 0.9575
H -2.2134 -0.6452 3.2797
H 0.8139 -2.5035 -2.4419
O 0.3618 -2.9153 2.1083
H 4.5092 2.7805 0.9979
O -3.9722 -0.8405 2.5154
O -1.1488 3.5971 1.8169
H 2.3250 -3.1640 2.3161
H 0.8534 0.3183 0.0437
H -2.0856 -1.2271 -2.8952
O -1.8568 1.6374 -1.2990
H -3.9179 -0.9511 1.5042
O 3.2054 -1.7801 -0.5446
C -0.7256 -0.9511 -0.7243
H 1.6271 0.0472 3.0232
H 0.0775 2.6106 1.1573
H 0.6793 -4.6354 -0.4239
H 0.2282 0.3365 -2.3825
H -0.7128 -2.0034 -0.6414
O -1.3354 -1.1116 3.5555
H -3.8335 2.1721 3.5730
O 0.9082 2.2605 1.2281
H -5.1359 1.4366 0.6998
H 0.7178 -3.3132 0.5037
H 2.9737 -2.2782 0.2281
H 2.6690 1.3856 -0.6581
H 4.3284 2.4159 -0.3876
H -1.6577 1.7949 -0.3389
H 3.4713 -2.1329 2.4456
H 1.3540 2.8128 1.8364
O 1.3175 3.9326 -1.2164
H -2.0581 3.3596 1.9777
*
```

***

Computed, not measured: one molecule with the formula C2HNO3 at a distorted geometry, with ωB97M-V/def2-TZVPD.

Calculated values
SMILES: O=C=[N+]([O-])C=O
Relative energy (zero: lowest compared OMol25 entry of this formula, charge and spin): 4.771 eV
Highest occupied orbital energy: -8.910 eV
HOMO-LUMO gap: 7.928 eV
LUMO energy: -0.98 eV

ORCA input file:
```
! RIJCOSX wB97M-V def2-TZVPD def2/J DEFGRID3
* xyz 0 1
N -0.8739 0.0621 1.9602
O -1.0997 -0.7460 2.9068
C 0.4225 -0.2263 0.9838
O -1.8808 1.6376 0.5323
H 1.0608 0.6575 0.9893
C -1.5877 0.7708 1.2422
O 0.5895 -1.3618 0.6396
*
```